(1)
121
Properties=species:S:1:pos:R:3:lowdin_charge:R:1 method="wB97M-V/def2-TZVPD" multiplicity=1 molar_mass_da=734.7 homo_lumo_gap_ha=0.301 homo_energy_ev=-8.443 lumo_energy_ev=-0.26
O 0.868 2.435 -2.623 0.12
C 0.255 2.381 -3.694 -0.38
O 0.723 1.996 -4.992 0.05
C 0.017 2.872 -5.925 -0.22
C 0.855 4.043 -6.620 -0.02
B 1.583 5.056 -5.566 -0.50
O 3.040 5.107 -5.562 0.08
O 0.882 5.897 -4.637 0.08
C -1.373 3.193 -5.199 -0.20
C -1.963 4.675 -5.205 -0.01
C -3.460 4.630 -6.051 -0.15
C -4.811 4.859 -5.060 -0.08
O -4.340 3.463 -5.745 -0.18
O -1.113 2.737 -3.840 0.03
H -0.328 2.232 -6.817 0.16
H 0.267 4.620 -7.416 0.13
H 1.715 3.525 -7.192 0.13
H 3.388 4.907 -4.665 0.11
H 1.224 5.683 -3.742 0.10
H -2.075 2.382 -5.602 0.16
H -2.255 4.988 -4.155 0.13
H -1.351 5.437 -5.783 0.10
H -3.486 5.118 -7.143 0.17
H -5.828 4.368 -5.119 0.12
H -5.133 5.682 -5.840 0.06
C 3.048 9.485 1.526 -0.11
O 2.629 10.399 0.525 -0.20
C 3.718 11.044 -0.137 -0.21
C 3.797 10.593 -1.596 -0.21
N 4.235 9.200 -1.693 -0.05
C 4.099 8.635 -3.037 -0.19
C 2.678 8.490 -3.601 -0.20
O 1.879 7.532 -2.916 -0.22
C 1.204 8.035 -1.771 -0.08
H 2.162 9.143 2.064 0.09
H 3.535 8.613 1.079 0.08
H 3.723 9.965 2.239 0.09
H 4.669 10.888 0.383 0.12
H 3.506 12.117 -0.119 0.12
H 4.505 11.232 -2.133 0.12
H 2.804 10.727 -2.039 0.10
H 3.687 8.637 -1.053 0.07
H 4.548 7.637 -3.001 0.12
H 4.704 9.226 -3.734 0.12
H 2.776 8.113 -4.625 0.12
H 2.155 9.449 -3.685 0.11
H 0.932 9.088 -1.876 0.09
H 1.813 7.885 -0.877 0.07
H 0.288 7.455 -1.639 0.09
C 1.621 -1.448 4.242 -0.12
O 0.580 -1.363 3.282 -0.20
C 0.088 -0.033 3.102 -0.21
C 0.443 0.482 1.707 -0.21
N 1.880 0.729 1.585 -0.05
C 2.316 0.989 0.210 -0.19
C 2.170 -0.158 -0.802 -0.22
O 3.023 -1.269 -0.539 -0.18
C 2.494 -2.214 0.376 -0.10
H 1.840 -2.504 4.411 0.09
H 2.530 -0.963 3.875 0.08
H 1.316 -1.000 5.192 0.09
H 0.444 0.648 3.882 0.12
H -1.000 -0.086 3.183 0.12
H -0.100 1.413 1.518 0.12
H 0.108 -0.267 0.981 0.10
H 2.384 -0.079 1.932 0.07
H 3.376 1.255 0.264 0.12
H 1.791 1.872 -0.169 0.10
H 2.483 0.230 -1.776 0.11
H 1.131 -0.481 -0.929 0.11
H 1.404 -2.285 0.323 0.08
H 2.814 -1.971 1.392 0.07
H 2.914 -3.193 0.131 0.08
C 0.378 -9.755 0.233 -0.11
O 0.696 -8.629 1.037 -0.20
C 1.870 -7.941 0.599 -0.21
C 1.507 -6.556 0.065 -0.21
N 0.787 -6.652 -1.205 -0.05
C 0.200 -5.383 -1.644 -0.19
C -0.911 -4.782 -0.768 -0.22
O -2.110 -5.548 -0.752 -0.17
C -2.128 -6.590 0.211 -0.09
H -0.443 -10.291 0.712 0.09
H 0.049 -9.443 -0.763 0.08
H 1.232 -10.432 0.149 0.09
H 2.438 -8.519 -0.138 0.12
H 2.506 -7.816 1.479 0.12
H 2.423 -5.976 -0.083 0.12
H 0.898 -6.055 0.825 0.10
H 0.041 -7.332 -1.111 0.07
H -0.218 -5.562 -2.640 0.12
H 1.000 -4.645 -1.769 0.11
H -1.183 -3.818 -1.211 0.12
H -0.574 -4.557 0.250 0.10
H -1.552 -6.343 1.104 0.06
H -1.765 -7.520 -0.233 0.07
H -3.166 -6.758 0.507 0.09
C -2.047 -5.243 3.479 -0.12
O -3.201 -6.068 3.465 -0.20
C -2.953 -7.387 3.954 -0.21
C -3.685 -7.612 5.277 -0.21
N -3.080 -6.828 6.354 -0.05
C -3.875 -6.809 7.583 -0.20
C -5.251 -6.129 7.523 -0.22
O -5.192 -4.721 7.317 -0.18
C -5.111 -4.326 5.956 -0.10
H -2.292 -4.308 2.971 0.10
H -1.748 -5.007 4.504 0.08
H -1.218 -5.719 2.948 0.07
H -1.882 -7.598 4.048 0.13
H -3.360 -8.079 3.212 0.12
H -3.643 -8.674 5.536 0.12
H -4.734 -7.333 5.127 0.10
H -2.958 -5.873 6.038 0.07
H -3.275 -6.283 8.333 0.12
H -3.997 -7.835 7.944 0.12
H -5.719 -6.263 8.503 0.12
H -5.926 -6.603 6.802 0.11
H -5.635 -5.014 5.289 0.09
H -4.066 -4.222 5.654 0.07
H -5.573 -3.340 5.865 0.09


(2)
69
Properties=species:S:1:pos:R:3:lowdin_charge:R:1 method="wB97M-V/def2-TZVPD" multiplicity=1 relative_energy_kj_mol=16.2 molar_mass_da=795.6 homo_lumo_gap_ha="0.195 / 0.195" charge=+2 homo_energy_ev="-13.777 / -13.778" lumo_energy_ev="-8.47 / -8.47"
Tc -0.078 -0.178 0.318 1.12
C -0.817 3.008 3.736 -0.05
C 0.237 3.006 2.628 -0.21
C -0.295 3.534 1.323 -0.21
C -0.122 4.876 1.008 -0.04
C -0.657 5.420 -0.152 -0.03
C -1.383 4.624 -1.017 -0.01
C -1.603 3.275 -0.742 -0.20
C -2.385 2.444 -1.735 -0.21
C -3.882 2.761 -1.730 -0.07
C -1.054 2.755 0.435 -0.26
N -1.289 1.354 0.730 -0.10
C -2.548 1.034 1.088 -0.02
C -2.860 -0.300 1.117 -0.27
C -4.013 -1.075 1.385 0.05
C -3.666 -2.387 1.147 0.00
C -2.315 -2.393 0.735 -0.05
N -1.825 -1.149 0.713 -0.08
H -0.396 2.656 4.679 0.09
H -1.657 2.355 3.483 0.07
H -1.210 4.014 3.891 0.09
H 0.636 2.001 2.496 0.05
H 1.090 3.615 2.930 0.11
H 0.437 5.506 1.692 0.13
H -0.506 6.468 -0.378 0.12
H -1.788 5.048 -1.930 0.13
H -2.236 1.376 -1.556 0.08
H -1.984 2.644 -2.732 0.12
H -4.324 2.600 -0.744 0.07
H -4.417 2.138 -2.446 0.08
H -4.058 3.804 -1.997 0.08
H -3.252 1.827 1.313 0.16
H -4.976 -0.693 1.697 0.13
H -4.289 -3.261 1.249 0.12
H -1.702 -3.250 0.492 0.12
S 4.151 3.348 -1.283 0.08
As 3.391 3.444 0.550 0.46
S 2.329 0.087 0.032 0.10
S 1.124 1.318 -0.983 0.26
S 3.385 1.177 1.398 0.09
N -0.135 -1.205 -2.882 0.13
C 0.311 -2.142 -2.036 -0.67
N 0.416 -1.984 -0.720 -0.11
C 0.896 -3.172 -0.112 -0.32
C 1.122 -3.384 1.243 -0.02
C 1.582 -4.625 1.655 -0.04
C 1.821 -5.647 0.741 -0.05
C 1.598 -5.448 -0.611 -0.05
C 1.134 -4.205 -1.015 -0.45
S 0.767 -3.692 -2.640 1.18
H -0.286 -0.256 -2.588 0.04
H -0.207 -1.399 -3.867 0.12
H 0.957 -2.610 1.977 0.09
H 1.761 -4.798 2.709 0.12
H 2.184 -6.606 1.086 0.12
H 1.781 -6.238 -1.329 0.13
O -0.813 -0.390 3.308 0.16
B 0.231 -0.354 2.418 -0.69
O 1.455 -0.461 3.029 0.06
C 1.165 -0.534 4.392 -0.18
C 2.038 -0.629 5.450 0.03
C 1.454 -0.677 6.712 -0.05
C 0.072 -0.633 6.881 -0.05
C -0.798 -0.539 5.798 0.03
C -0.205 -0.490 4.558 -0.18
H 3.111 -0.665 5.307 0.13
H 2.090 -0.751 7.585 0.12
H -0.338 -0.673 7.882 0.12
H -1.872 -0.506 5.924 0.13


(3)
37
Properties=species:S:1:pos:R:3:lowdin_charge:R:1 method="wB97M-V/def2-TZVPD" multiplicity=6 relative_energy_kj_mol=1.6 molar_mass_da=463.4 homo_lumo_gap_ha="0.129 / 0.201" charge=-2 s2=8.777 homo_energy_ev="1.950 / -0.129" lumo_energy_ev="5.46 / 5.35"
C -1.222 0.509 -0.837 -0.36
C -1.863 -0.073 0.273 -0.29
C -1.289 -1.366 0.510 -0.30
C -2.883 0.570 1.130 -0.08
C -0.267 -1.580 -0.427 -0.31
C -0.100 -0.360 -1.243 -0.46
C 0.341 -0.405 -2.656 -0.10
C -1.695 1.658 -1.624 -0.11
C -1.677 -2.302 1.590 -0.09
C 0.433 -2.850 -0.658 -0.09
Ir 1.198 0.650 0.192 1.28
Cl 0.966 -0.180 2.307 -0.05
Cl 0.069 2.490 1.057 -0.04
O 2.480 -0.778 -0.168 -0.50
H -3.296 1.463 0.648 0.06
H -2.450 0.880 2.093 0.07
H -3.709 -0.128 1.316 0.06
H -1.659 -1.815 2.573 0.06
H -0.992 -3.154 1.631 0.06
H -2.683 -2.710 1.434 0.06
H 0.584 -3.377 0.292 0.06
H 1.414 -2.623 -1.089 0.05
H -0.124 -3.521 -1.333 0.07
H 1.196 -1.076 -2.746 0.07
H 0.634 0.601 -2.964 0.05
H -0.472 -0.779 -3.289 0.07
H -2.264 2.366 -1.012 0.05
H -2.346 1.317 -2.444 0.07
H -0.858 2.191 -2.081 0.07
H 2.914 -0.906 0.696 -0.05
O 1.753 1.624 -1.435 -0.49
H 2.707 1.421 -1.451 -0.02
C 3.018 2.496 2.002 -0.34
O 2.762 1.568 0.987 -0.63
H 2.151 2.760 2.626 0.01
H 3.414 3.399 1.508 0.05
H 3.817 2.021 2.591 0.05


(4)
15
Properties=species:S:1:pos:R:3:lowdin_charge:R:1 method="wB97M-V/def2-TZVPD" multiplicity=1 relative_energy_kj_mol=766.8 molar_mass_da=129.2 homo_lumo_gap_ha=0.300 homo_energy_ev=-8.609 lumo_energy_ev=-0.45
C -0.267 0.950 0.019 -0.08
C 0.373 -1.380 0.342 -0.28
C 1.038 -1.683 -0.753 -0.03
C -1.153 -0.480 1.976 -0.69
H 0.479 2.899 -0.845 0.16
H 0.730 2.241 -2.793 0.15
H -0.219 1.929 0.986 0.20
H 0.159 -2.242 1.096 0.05
H 1.366 -2.783 -0.806 0.08
H 0.997 -1.117 -1.826 0.09
H -1.673 0.543 2.199 0.10
N -0.065 2.342 -1.878 -0.14
N -0.227 0.932 -1.435 -0.07
N -0.437 -0.354 0.811 -0.21
S -1.100 -1.796 2.908 0.68